{"formula": "C44H60F10N2O40P2S8", "method": "ωB97M-V with the def2-TZVPD basis set", "smiles": "COCC1=C(C(F)(F)C(F)(F)C(F)(F)F)C(=O)c2c(C[C@H](O)C(F)(F)F)c(C[C@@H](C)OCc3ccccc3)c(P(=N)(O)O)c(P(N)O)c2C1=O.O=S1(=O)OCCO1.O=S1(=O)OCCO1.O=S1(=O)OCCO1.O=S1(=O)OCCO1.O=S1(=O)OCCO1.O=S1(=O)OCCO1.O=S1(=O)OCCO1.O=S1(=O)OCCO1", "gap_ev": 6.6, "spin_multiplicity": 1, "homo_energy_ev": -7.710, "species": ["N", "O", "S", "S", "H", "H", "H", "F", "S", "H", "O", "H", "H", "O", "H", "O", "C", "C", "O", "O", "H", "C", "C", "H", "C", "F", "H", "H", "C", "O", "C", "H", "C", "O", "F", "F", "C", "N", "O", "C", "H", "O", "C", "H", "C", "C", "F", "O", "O", "C", "C", "O", "O", "C", "O", "H", "C", "C", "H", "O", "H", "O", "H", "C", "O", "O", "H", "C", "O", "C", "H", "C", "H", "O", "H", "C", "O", "S", "H", "S", "H", "O", "F", "H", "C", "C", "C", "H", "F", "H", "O", "O", "O", "H", "H", "C", "S", "C", "H", "H", "S", "C", "O", "H", "H", "C", "H", "C", "O", "H", "H", "H", "H", "S", "O", "C", "H", "O", "O", "H", "O", "H", "F", "H", "H", "H", "H", "C", "C", "H", "C", "C", "F", "C", "O", "C", "C", "C", "C", "H", "C", "P", "H", "C", "C", "H", "H", "H", "O", "F", "O", "H", "H", "H", "O", "H", "P", "H", "O", "H", "O", "H", "H", "H", "O", "O"], "positions_angstrom": [[-3.335, 2.812, 0.246], [5.471, -2.537, -6.008], [2.461, 9.468, -5.096], [5.669, 2.425, -0.413], [-2.673, 2.150, 0.695], [-2.214, -1.014, 5.425], [-3.020, 6.577, 4.754], [-6.190, -6.363, 3.376], [-2.621, 3.720, 5.171], [2.153, -2.775, -3.613], [-3.042, -8.868, 9.045], [1.569, 10.273, -7.801], [0.844, -3.481, -0.851], [4.318, 2.602, 0.447], [6.264, -1.857, 3.501], [4.594, -3.097, -3.790], [3.727, 3.291, -1.708], [-1.247, -1.380, -1.457], [-3.190, -10.629, 7.293], [7.480, 1.948, 1.468], [-1.220, -2.306, 3.622], [0.259, -1.436, -1.731], [10.134, 1.808, 3.443], [-8.567, 1.229, 1.849], [5.097, -3.450, 2.537], [0.671, -4.639, 1.164], [-0.713, -0.119, 5.091], [-6.741, 0.873, 1.734], [-3.556, -2.350, -1.076], [-3.201, 2.425, 5.151], [-1.448, -4.688, 0.087], [2.964, -4.299, -0.925], [1.136, -2.690, -1.565], [-3.294, 1.107, 1.999], [-3.983, -5.962, 3.173], [-6.461, -3.491, 3.462], [4.361, -3.813, 1.365], [0.087, 1.608, -0.230], [-4.178, 2.591, -2.435], [-7.741, 0.780, 1.258], [-7.680, 1.357, 0.299], [6.691, 3.209, 0.170], [-5.190, -5.464, 3.465], [2.381, 3.211, -0.001], [-5.651, -0.904, -0.747], [-2.143, -2.513, -1.275], [-7.377, -4.635, 1.194], [-3.785, 4.805, 5.449], [9.099, 0.196, 2.112], [-3.244, 0.129, -1.139], [-5.515, -4.112, 2.686], [-4.728, -4.457, -1.615], [9.736, 2.534, 2.278], [-5.346, -7.889, 6.982], [0.563, 3.235, -3.629], [0.743, -0.640, -1.105], [-3.738, 5.815, 4.438], [-7.178, -1.532, 1.358], [10.123, -0.334, 3.840], [3.223, -3.533, -5.818], [-6.564, -1.184, 2.234], [9.477, 1.509, 0.057], [4.307, 0.536, -5.978], [-1.657, -0.456, 4.669], [5.152, 3.156, -1.764], [0.388, 1.287, -2.821], [-0.337, 10.900, -6.420], [-0.564, -4.014, 1.173], [-5.082, -9.106, 7.685], [-4.217, -7.770, 5.980], [3.876, -4.804, 1.299], [10.201, 0.358, 3.004], [-5.323, -7.068, 7.703], [-0.228, 5.098, -5.047], [3.397, 4.134, -2.312], [1.368, -3.314, -3.030], [2.934, 9.976, -3.861], [-3.447, 0.201, 3.093], [-0.699, -0.837, 2.769], [8.841, 1.587, 1.323], [4.769, -0.887, -0.485], [2.425, -2.223, -1.118], [-5.430, -5.556, 0.842], [1.149, 4.902, -7.425], [1.769, 10.954, -6.970], [-1.469, -1.271, 3.410], [1.635, 4.952, -6.447], [-0.801, -4.167, -2.007], [-1.042, -4.233, 2.444], [-4.068, -6.750, 5.647], [-8.104, -0.566, 0.905], [-2.457, 0.661, 4.265], [1.554, 3.656, -5.842], [9.373, 1.955, 4.214], [-0.244, 0.869, 0.391], [-1.809, -0.016, -1.392], [4.162, -2.756, -5.094], [5.468, -1.215, -6.552], [0.545, 6.780, -6.000], [-3.057, -4.212, 1.022], [0.203, 3.547, -4.968], [5.579, -1.245, 1.496], [2.710, 8.133, -5.517], [-7.780, -2.382, 1.760], [-4.716, 6.272, 4.306], [-6.145, -1.988, 0.281], [2.673, 5.250, -6.575], [-3.261, 5.093, 3.193], [-1.462, 2.864, -1.885], [5.340, -0.122, -4.686], [3.283, 2.370, -2.096], [6.041, -0.242, 1.593], [11.093, 2.173, 3.808], [-3.488, -9.331, 7.779], [-6.388, -0.147, -1.309], [0.645, 10.927, -5.954], [3.611, 4.497, 0.089], [-0.749, 2.776, -5.688], [-2.285, 4.157, 3.657], [-4.074, 4.534, 2.723], [5.830, 1.041, -0.692], [1.950, 11.954, -7.359], [-5.139, -5.107, 4.802], [-6.324, -7.924, 6.505], [1.556, -4.411, -2.951], [5.174, -4.147, 3.395], [-3.858, 3.490, -2.227], [-4.107, -0.998, -1.003], [4.842, -1.627, 0.329], [0.366, -3.225, -3.529], [-1.633, -3.979, -1.290], [3.391, -3.274, -1.006], [-4.373, -3.371, 2.736], [4.711, -0.376, -5.543], [2.918, 10.475, -6.266], [0.886, 5.873, -5.509], [5.700, -2.158, 2.599], [-5.640, -3.235, 0.221], [3.412, 3.472, -0.237], [-0.082, 1.341, -3.669], [4.224, -2.921, 0.261], [-4.166, 1.789, -0.941], [-0.969, -5.672, -0.142], [-4.591, -3.480, -0.925], [-6.028, -4.363, 1.213], [-2.821, 5.771, 2.465], [1.496, 6.137, -4.644], [0.409, -1.076, -2.781], [0.875, 9.739, -5.189], [-0.321, -2.689, 1.073], [-1.502, 4.040, 5.984], [4.104, -3.228, -1.852], [-4.387, -8.414, 5.112], [6.486, -0.862, -6.702], [-2.726, -1.187, 2.722], [4.949, -1.243, -7.514], [-0.702, 1.466, -1.590], [0.702, 11.782, -5.276], [-2.687, -5.060, 0.711], [-2.470, -4.553, -1.770], [-3.056, -8.247, 6.667], [-4.053, 2.933, 0.963], [-1.043, 3.566, -1.352], [11.120, 0.155, 2.449], [3.656, -1.226, -5.082], [-4.716, -0.094, 3.660]], "mulliken_charge": [-0.4995, -0.3496, 1.0833, 1.2815, 0.3684, 0.3493, 0.3043, -0.2675, 1.0798, -0.4944, -0.5320, 0.2678, -0.4685, -0.3488, 0.3657, -0.5776, -0.0859, 0.2719, -0.5426, -0.4796, 0.3297, -1.2469, -0.3709, 0.2902, -0.7461, -0.3262, 0.4359, 0.1179, -0.2823, -0.4023, 0.0713, 0.4163, 1.0096, -0.3772, -0.1530, -0.3660, -0.4729, -0.4494, -0.5315, -0.4863, 0.2112, -0.5722, 0.4357, 0.1784, -0.7829, 1.5125, -0.3090, -0.3566, -0.2960, 1.2580, 0.4081, -0.5482, -0.3566, -0.3004, -0.1678, 0.4248, -0.4090, -0.8441, 0.3289, -0.5528, 0.3769, -0.6284, 0.3137, -0.6912, -0.3712, -0.5025, 0.3196, 0.5433, -0.3405, 0.1207, 0.3173, -0.3614, 0.3602, -0.3901, 0.2791, -1.3883, -0.5559, 0.9237, 0.0091, 1.2183, 0.4473, -0.2063, -0.2968, 0.3313, -0.3227, -0.1529, -0.3912, 0.4834, -0.3218, -0.0331, -0.4630, -0.2213, -0.3535, 0.2706, 0.0550, -0.3748, 1.0322, -0.4130, 0.2755, -0.3197, 1.2681, -0.3392, -0.4731, 0.2864, 0.3229, 1.3729, 0.3445, -0.1714, -0.1473, 0.1896, 0.0666, 0.2387, 0.3155, 1.0955, -0.4675, -0.3383, 0.3063, -0.6630, -0.2169, 0.0937, -0.4904, 0.3207, -0.3052, 0.3052, 0.5410, 0.3353, 0.3316, -0.3916, -0.0218, 0.6425, -1.2049, -0.5023, -0.0613, -0.2304, -0.3196, -0.1808, -0.5819, 0.4785, -0.2740, 0.2013, 0.5451, 0.0222, 0.5066, -1.0103, 0.7341, 0.3674, 0.1816, 0.4758, -0.2897, 0.0668, -0.5976, 0.1412, 0.2249, 0.3270, 0.0512, 0.3020, 0.7489, 0.3002, -0.1801, 0.5821, -0.3348, 0.2954, 0.3162, 0.2938, -0.1305, -0.6413]}